[1]
A cluster of 15 separate species, C4H36NO16 in total at a distorted geometry. Source: the Open Molecules 2025 dataset; level of theory: wB97M-V/def2-TZVPD.

Positions of all 57 atoms, in Å:
O 3.88113 -1.22691 0.48198
C 2.84370 -1.72021 0.05586
C 1.70942 -1.92109 1.07442
C 0.62000 -2.87701 0.69702
N 1.25946 -0.54621 1.49224
C 0.32183 -0.07091 0.29669
O -0.91456 -0.66948 0.27630
H 2.55875 -1.82495 -1.06488
H 2.05717 -2.30701 2.05090
H -0.27687 -2.76361 1.42474
H 0.60186 -3.96805 0.70865
H 0.15281 -2.65982 -0.26211
H 0.78850 -0.42656 2.33358
H 0.14092 0.92575 0.53573
H 0.91500 -0.19794 -0.61616
H -1.00825 1.25168 -1.92922
H -1.53312 2.57870 -1.99797
O -0.60326 2.09973 -1.88453
H 1.91797 0.32838 -3.36152
H 1.24974 -0.36279 -2.26798
O 1.93367 -0.54797 -2.82677
H -2.75304 2.86462 -0.05318
H -2.19865 4.31011 -0.06836
O -2.90076 3.75553 -0.42250
H 2.75793 3.08899 0.94570
H 2.37261 4.43215 1.06926
O 2.46899 3.82030 0.40129
H 3.09336 0.40944 -1.51692
H 4.17746 0.63569 -0.60355
O 4.05574 0.60485 -1.61180
H -1.69905 -1.89305 -0.19824
H -3.14651 -2.23594 0.08624
O -2.60306 -2.29669 -0.58730
H 3.67191 1.33475 1.41258
H 2.44120 0.73099 1.88942
O 2.78889 1.57846 1.67870
H -0.57788 2.64029 -0.19768
H 0.32495 3.67553 0.60607
O -0.53148 3.35840 0.50592
H -1.95468 -1.21443 2.26648
H -2.22655 0.12450 2.87520
O -2.25623 -0.81031 3.07528
H -1.03542 -0.75338 -4.13316
H -1.26045 -0.57192 -2.66247
O -0.64686 -0.68660 -3.32487
H -0.54326 -2.57567 -2.47722
H -1.55579 -3.35205 -1.55893
O -0.92612 -3.45236 -2.32615
H -1.64847 -0.24377 -0.52881
H -3.18454 -0.19005 -1.60068
O -2.32125 0.15784 -1.60356
H -1.02405 -1.00060 4.01882
H 0.37830 -0.60269 3.77513
O -0.12849 -1.13119 4.49913
H -3.96638 0.93126 -0.06562
H -2.59014 0.64539 0.50852
O -3.46807 0.81791 0.71025

Cartesian forces (eV/Å) of the 2 atoms listed first:
-1.1 -1.1 -1.1
0.2 1.3 0.7

For the relative energy (zero: lowest compared OMol25 entry of this formula, charge and spin), the calculation gives 7.645 eV. As for the HOMO energy: -7.27 eV. As for the net charge: -1. The HOMO-LUMO gap comes out at 9.89 eV.

[2]
An isolated molecule of C6H10BrN3O at a distorted geometry. Source: the Open Molecules 2025 dataset; level of theory: wB97M-V/def2-TZVPD.

Positions of all 21 atoms, in Å:
C 1.24866 -3.29482 -0.37994
N 1.23894 -1.80552 -0.36357
C 0.44748 -1.20218 0.49288
O -0.12331 -1.81621 1.39281
C 0.44900 0.36175 0.46693
C -0.62418 1.08119 1.27840
C -0.81924 2.42216 0.45806
C -0.23861 2.11362 -0.88812
N 0.71206 1.03863 -0.78606
N 1.58622 1.15714 0.32460
Br 3.23685 0.24171 0.32032
H 0.22043 -3.62395 -0.34673
H 1.64124 -3.83272 -1.30976
H 1.63014 -3.62255 0.67369
H 1.52615 -1.18207 -1.18677
H -0.04788 1.25992 2.21811
H -1.60674 0.61987 1.47429
H -1.83262 2.84319 0.43707
H -0.06685 3.06266 0.94555
H -0.96050 1.63858 -1.51733
H 0.33956 2.89812 -1.21518

Cartesian forces (eV/Å) of the 2 atoms listed first:
0.1 -0.4 1.1
0.9 -0.1 -3.8

For the relative energy (zero: lowest compared OMol25 entry of this formula, charge and spin), the calculation gives 2.579 eV. As for the HOMO energy: -9.40 eV. The structure (SMILES) is CNC(=O)[C@]12CCCN1N2Br. The HOMO-LUMO gap comes out at 9.64 eV.

[3]
A cluster of 2 separate species, C3HN3S in total at a distorted geometry. Source: the Open Molecules 2025 dataset; level of theory: wB97M-V/def2-TZVPD.

Positions of all 8 atoms, in Å:
C -3.14931 0.68457 3.50190
C 0.14400 -0.01481 -0.12630
C -1.23925 0.38867 1.66614
N -3.91722 0.73288 4.33681
N 0.76463 0.34142 0.94559
N -0.03530 0.57618 1.98721
S -1.57893 -0.09724 0.04948
H 0.64608 -0.24855 -1.03986

Cartesian forces (eV/Å) of the 2 atoms listed first:
3.9 -0.5 -4.0
-0.7 0.0 0.2

For the relative energy (zero: lowest compared OMol25 entry of this formula, charge and spin), the calculation gives 4.154 eV. As for the HOMO energy (alpha / beta): -11.32 / -11.32 eV. The HOMO-LUMO gap (alpha / beta) comes out at 7.69 / 7.69 eV.

[4]
An isolated molecule of C5H5FO2. Source: the Open Molecules 2025 dataset; level of theory: wB97M-V/def2-TZVPD.

Positions of all 13 atoms, in Å:
C -0.24125 2.39255 -0.81610
C -0.10773 0.94694 -0.42444
C -0.24847 -0.22466 -1.26539
C -0.04747 -1.28518 -0.44319
O -0.04331 -2.62434 -0.59397
O 0.19408 -0.90168 0.82261
C 0.14354 0.45702 0.79823
F 0.36403 1.03211 1.97011
H 0.69611 2.92771 -0.63861
H -1.06944 2.88872 -0.28799
H -0.45494 2.43741 -1.88236
H -0.44742 -0.22825 -2.32066
H -0.19843 -2.82648 -1.52509

Cartesian forces (eV/Å) of the 2 atoms listed first:
-0.1 -0.3 0.0
-0.1 0.4 0.3

For the relative energy (zero: lowest compared OMol25 entry of this formula, charge and spin), the calculation gives 0.417 eV. As for the HOMO energy: -8.07 eV. The structure (SMILES) is Cc1cc(O)oc1F. The HOMO-LUMO gap comes out at 8.66 eV.